# 1
Computed, not measured: a cluster of 5 separate species, C62H39NO13P in total at a distorted geometry, with ωB97M-V/def2-TZVPD.

Last column: Löwdin charge in e.
Positions of all 116 atoms, in Å:
O  4.00  -6.68  -0.10  0.190
C  3.68  -5.85  -0.91  -0.446
O  2.63  -5.00  -0.76  0.137
C  4.47  -5.65  -2.22  -0.041
C  4.41  -6.54  -3.30  0.073
C  5.13  -6.22  -4.42  0.009
N  5.86  -5.11  -4.49  0.136
C  5.95  -4.24  -3.47  -0.168
P  6.93  -2.68  -3.55  0.466
O  5.97  -1.59  -3.77  -0.243
O  7.99  -2.75  -4.74  -0.084
O  7.65  -2.43  -2.15  -0.083
C  5.25  -4.49  -2.31  0.040
H  2.84  -4.23  -1.32  0.123
H  3.79  -7.43  -3.25  0.155
H  5.08  -6.91  -5.26  0.160
H  6.37  -4.94  -5.36  0.189
H  7.80  -1.96  -5.27  0.114
H  7.01  -1.91  -1.64  0.091
H  5.30  -3.78  -1.48  0.150
C  -1.58  -4.70  -8.16  -0.054
C  -2.69  -3.85  -8.15  -0.048
C  -3.09  -3.24  -6.97  0.005
C  -2.39  -3.49  -5.80  -0.078
C  -1.30  -4.36  -5.80  -0.086
C  -0.89  -4.95  -6.99  -0.007
C  -0.57  -4.67  -4.54  -0.277
O  0.39  -5.42  -4.55  0.071
C  -1.04  -4.05  -3.28  -0.088
C  -0.41  -4.37  -2.09  -0.020
C  -0.83  -3.79  -0.90  -0.053
C  -1.87  -2.87  -0.90  -0.036
C  -2.51  -2.55  -2.09  0.019
C  -2.10  -3.14  -3.28  -0.074
C  -2.82  -2.81  -4.54  -0.268
O  -3.73  -2.01  -4.55  0.111
H  -1.27  -5.17  -9.09  0.109
H  -3.24  -3.66  -9.07  0.112
H  -3.94  -2.58  -6.97  0.122
H  -0.04  -5.61  -7.00  0.115
H  0.40  -5.08  -2.08  0.096
H  -0.33  -4.05  0.03  0.108
H  -2.19  -2.41  0.02  0.114
H  -3.33  -1.84  -2.08  0.107
C  -6.84  0.60  -4.39  -0.052
C  -7.94  1.45  -4.37  -0.054
C  -8.34  2.05  -3.19  0.000
C  -7.64  1.80  -2.02  -0.082
C  -6.55  0.94  -2.02  -0.079
C  -6.15  0.34  -3.22  0.003
C  -5.82  0.62  -0.77  -0.270
O  -4.87  -0.13  -0.77  0.088
C  -6.29  1.24  0.50  -0.083
C  -5.66  0.92  1.70  0.000
C  -6.08  1.50  2.88  -0.048
C  -7.12  2.41  2.88  -0.054
C  -7.76  2.74  1.69  0.002
C  -7.35  2.15  0.50  -0.083
C  -8.07  2.48  -0.76  -0.278
O  -8.99  3.27  -0.76  0.109
H  -6.53  0.13  -5.31  0.107
H  -8.49  1.63  -5.29  0.108
H  -9.20  2.72  -3.18  0.122
H  -5.29  -0.32  -3.23  0.099
H  -4.84  0.21  1.70  0.117
H  -5.59  1.24  3.81  0.101
H  -7.45  2.87  3.81  0.104
H  -8.58  3.45  1.69  0.122
C  11.00  2.79  2.25  -0.047
C  10.62  1.46  2.17  -0.053
C  9.81  1.03  1.13  -0.004
C  9.37  1.93  0.17  -0.085
C  9.73  3.28  0.27  -0.080
C  10.55  3.70  1.31  0.006
C  9.23  4.27  -0.72  -0.276
O  9.54  5.44  -0.63  0.119
C  8.32  3.80  -1.80  -0.079
C  7.80  4.73  -2.70  0.006
C  6.96  4.30  -3.72  -0.049
C  6.66  2.95  -3.85  -0.055
C  7.18  2.03  -2.96  -0.005
C  8.00  2.45  -1.92  -0.082
C  8.52  1.46  -0.95  -0.266
O  8.25  0.28  -1.07  0.074
H  11.64  3.13  3.06  0.112
H  10.96  0.75  2.92  0.109
H  9.53  -0.01  1.06  0.117
H  10.84  4.74  1.38  0.124
H  8.04  5.78  -2.60  0.124
H  6.55  5.02  -4.41  0.111
H  6.01  2.62  -4.66  0.108
H  6.93  0.98  -3.06  0.099
C  -2.77  0.16  9.83  -0.057
C  -3.01  0.83  11.03  -0.054
C  -3.73  2.02  11.03  0.001
C  -4.20  2.55  9.83  -0.081
C  -3.93  1.89  8.63  -0.084
C  -3.23  0.69  8.63  -0.004
C  -4.38  2.46  7.33  -0.274
O  -4.16  1.89  6.28  0.092
C  -5.11  3.76  7.35  -0.083
C  -5.48  4.34  6.14  -0.008
C  -6.17  5.54  6.14  -0.055
C  -6.49  6.17  7.34  -0.052
C  -6.11  5.60  8.54  0.003
C  -5.41  4.40  8.55  -0.081
C  -4.98  3.81  9.85  -0.277
O  -5.25  4.35  10.90  0.112
H  -2.22  -0.77  9.83  0.107
H  -2.64  0.42  11.96  0.109
H  -3.92  2.53  11.96  0.122
H  -3.03  0.17  7.70  0.119
H  -5.24  3.86  5.21  0.110
H  -6.46  6.00  5.20  0.108
H  -7.04  7.10  7.34  0.109
H  -6.36  6.09  9.48  0.122

Results
F_max = 2.52 eV/Å
Kohn-Sham gap = 0.210 hartree
Multiplicity = 1
Charge = +1
Electronic energy = -3760.2478 Ha



# 2
Computed, not measured: a structure of composition C5H7NO, with ωB97M-V/def2-TZVPD.

Last column: Löwdin charge in e.
Positions of all 14 atoms, in Å:
C  1.63  0.84  -0.66  -0.050
C  0.44  0.32  0.07  -0.173
C  -0.39  0.85  1.24  -0.179
O  -1.75  1.08  0.82  0.003
C  -1.30  -0.26  1.07  -0.180
C  -0.43  -0.70  -0.09  -0.234
N  -0.58  -1.77  -0.96  0.115
H  1.44  1.82  -1.12  0.079
H  1.94  0.15  -1.45  0.071
H  2.48  0.96  0.02  0.075
H  -0.07  1.32  2.16  0.144
H  -1.80  -0.86  1.83  0.145
H  -0.07  -1.69  -1.83  0.091
H  -1.54  -2.06  -1.11  0.094

Results
F_max = 0.40 eV/Å
Kohn-Sham gap = 0.325 hartree
Multiplicity = 1
Electronic energy = -324.6043 Ha



# 3
Computed, not measured: a cluster of 5 separate species, C4H18NO5 in total at a distorted geometry, with ωB97M-V/def2-TZVPD.

Last column: Löwdin charge in e.
Positions of all 28 atoms, in Å:
C  0.43  0.26  1.86  -0.282
O  0.94  -1.06  1.82  -0.145
C  -0.74  0.44  0.90  -0.421
C  -1.25  1.87  0.91  -0.226
C  -0.55  2.73  -0.14  -0.099
N  -1.82  -0.50  1.21  0.040
H  1.21  0.99  1.63  0.103
H  0.10  0.44  2.90  0.114
H  -0.40  0.18  -0.09  0.124
H  -1.10  2.32  1.89  0.100
H  -2.31  1.88  0.73  0.090
H  0.54  2.64  -0.06  0.072
H  -0.85  2.41  -1.15  0.074
H  -0.79  3.77  -0.03  0.053
H  -2.08  -0.39  2.20  0.074
H  -1.42  -1.43  1.14  0.065
H  2.12  -2.39  -0.56  0.016
H  1.19  -1.28  0.84  -0.006
O  1.58  -1.58  -0.54  -0.340
H  2.68  -0.24  -0.54  -0.013
H  3.35  0.44  0.65  0.006
O  3.39  0.43  -0.32  -0.129
H  -1.57  -0.60  -2.56  0.015
H  -2.58  -0.08  -1.51  -0.023
O  -2.45  -0.11  -2.44  -0.114
H  0.63  -1.61  -1.71  -0.022
H  -0.46  -2.59  -2.31  0.042
O  -0.05  -1.71  -2.50  -0.168

Results
F_max = 1.87 eV/Å
Kohn-Sham gap = 0.344 hartree
Multiplicity = 1
Charge = -1
Electronic energy = -594.2317 Ha



# 4
Computed, not measured: a structure of composition C24H40N3P2PdSbSe4 at a distorted geometry, with ωB97M-V/def2-TZVPD.

Last column: Mulliken spin population.
Positions of all 75 atoms, in Å:
Pd  1.85  -14.93  -6.12  -0.004
C  -1.83  -16.96  -8.48  -0.001
C  -0.86  -15.92  -7.88  0.003
C  -0.21  -15.14  -9.03  -0.005
P  0.42  -16.69  -6.79  0.061
C  -0.39  -18.02  -5.75  -0.023
C  0.69  -18.81  -5.00  0.056
C  -1.45  -17.41  -4.82  0.000
C  1.56  -17.55  -7.91  0.005
C  1.48  -18.88  -8.29  -0.051
C  2.50  -19.49  -9.05  0.096
C  3.57  -18.73  -9.42  -0.034
C  3.63  -17.36  -9.10  0.126
C  2.63  -16.76  -8.33  0.052
N  2.68  -15.42  -7.88  0.445
C  3.25  -14.43  -8.64  0.007
C  3.45  -14.61  -10.01  0.188
C  4.12  -13.64  -10.77  -0.054
C  4.61  -12.51  -10.16  0.145
C  4.34  -12.29  -8.79  -0.061
C  3.68  -13.25  -8.03  0.088
P  3.11  -13.02  -6.30  0.000
C  2.05  -11.52  -6.24  0.005
C  2.80  -10.20  -6.20  0.000
C  0.88  -11.53  -7.25  0.001
C  4.56  -12.83  -5.12  0.005
C  5.81  -12.25  -5.83  0.000
C  4.89  -14.15  -4.44  -0.004
H  -2.60  -16.41  -8.98  0.000
H  -2.33  -17.55  -7.71  0.000
H  -1.32  -17.54  -9.22  0.001
H  -1.42  -15.22  -7.25  -0.001
H  0.43  -15.82  -9.58  0.004
H  0.38  -14.29  -8.68  0.000
H  -1.03  -14.77  -9.64  0.000
H  -0.90  -18.66  -6.49  0.000
H  1.16  -18.19  -4.24  -0.007
H  1.49  -19.21  -5.61  -0.011
H  0.18  -19.62  -4.49  0.001
H  -1.04  -16.76  -4.05  0.000
H  -1.97  -18.19  -4.31  0.000
H  -2.19  -16.85  -5.37  0.000
H  0.62  -19.47  -8.03  0.002
H  2.37  -20.53  -9.31  0.000
H  4.36  -19.16  -10.01  0.002
H  4.49  -16.79  -9.39  0.001
H  2.98  -15.43  -10.57  0.000
H  4.18  -13.78  -11.85  0.002
H  5.11  -11.71  -10.71  -0.002
H  4.66  -11.32  -8.39  0.010
H  1.61  -11.69  -5.24  0.001
H  3.05  -9.81  -7.19  0.001
H  3.73  -10.26  -5.64  0.000
H  2.23  -9.39  -5.75  0.000
H  1.23  -11.38  -8.29  0.000
H  0.24  -10.67  -6.99  0.000
H  0.38  -12.51  -7.21  -0.001
H  4.23  -12.11  -4.36  -0.001
H  6.17  -12.94  -6.61  -0.001
H  6.58  -12.03  -5.10  0.000
H  5.56  -11.34  -6.34  0.000
H  5.20  -14.92  -5.18  0.006
H  4.07  -14.56  -3.86  -0.001
H  5.72  -13.98  -3.75  0.001
Se  3.74  -21.02  -4.28  0.260
Sb  5.19  -19.23  -4.33  -0.181
Se  6.32  -18.41  -2.18  1.056
Se  6.93  -19.52  -6.15  1.334
Se  3.83  -17.28  -5.12  0.476
N  1.07  -15.63  -3.29  0.002
N  0.97  -14.58  -4.27  -0.006
H  1.43  -15.31  -2.41  0.000
H  1.73  -16.34  -3.64  0.007
H  1.40  -13.75  -3.85  0.000
H  -0.01  -14.39  -4.40  0.000

Results
F_max = 1.48 eV/Å
Kohn-Sham gap (alpha / beta) = 0.263 / 0.139 hartree
Multiplicity = 5
Charge = +2
Electronic energy = -11758.7431 Ha



# 5
Computed, not measured: a cluster of 2 separate species, C3H8N2 in total at a distorted geometry, with ωB97M-V/def2-TZVPD.

Last column: Löwdin charge in e.
Positions of all 13 atoms, in Å:
C  -1.32  1.93  -1.76  -0.036
C  -0.75  2.33  -0.63  -0.304
N  0.43  1.79  -0.10  0.013
H  -0.79  1.28  -2.45  0.049
H  -2.29  2.30  -2.06  0.038
H  -1.09  3.19  -0.07  0.098
H  0.53  0.85  -0.46  0.069
H  0.48  1.71  0.90  0.072
C  0.89  -3.43  1.20  -0.153
N  0.90  -2.54  2.09  0.012
H  0.77  -4.48  1.48  0.055
H  0.96  -3.24  0.13  0.058
H  1.28  -1.67  1.72  0.028

Results
F_max = 1.11 eV/Å
Kohn-Sham gap = 0.341 hartree
Structure (SMILES) = C=CN.C=N
Multiplicity = 1
Electronic energy = -228.5461 Ha



# 6
Computed, not measured: the molecule CH4N2S2 at a distorted geometry, with ωB97M-V/def2-TZVPD.

Last column: Löwdin charge in e.
Positions of all 9 atoms, in Å:
S  0.67  1.49  1.05  0.674
N  1.07  -0.13  1.03  -0.397
C  0.58  -0.88  0.12  -0.344
N  -0.25  -0.52  -1.04  -0.519
S  -1.02  0.82  -1.52  0.701
H  0.80  1.66  2.38  -0.144
H  0.74  -1.95  0.04  0.107
H  -0.52  -1.44  -1.37  0.063
H  -2.06  0.95  -0.69  -0.140

Results
F_max = 4.79 eV/Å
Kohn-Sham gap = 0.332 hartree
Structure (SMILES) = S/N=C\NS
Multiplicity = 1
Electronic energy = -946.3228 Ha



Question: Which value of F_max does entry 4 give?
Answer: 1.48 eV/Å